DFT (the ωB97M-V functional and the def2-TZVPD basis) results for 2 unconnected molecules or ions with the total composition C8H11NS in a non-equilibrium geometry.

Each line ends with the Mulliken charge.
Atoms and positions in Å:
C1 0.48 -2.44 -0.83  -0.450
C2 -2.64 0.99 0.65  -0.764
C3 2.41 -0.92 1.44  -0.486
C4 -2.10 -0.09 0.05  -0.188
C5 2.51 0.10 0.90  -0.442
C6 -0.71 -0.40 0.32  0.428
C7 0.30 -0.21 -0.73  0.130
C8 0.69 1.17 -1.14  -1.369
N1 0.82 -1.19 -1.31  -0.507
S1 -0.46 -2.20 0.73  -0.183
H1 0.03 -3.13 -1.57  0.347
H2 -3.74 1.32 0.48  0.226
H3 -2.15 1.59 1.42  0.245
H4 2.56 -1.91 1.65  0.448
H5 1.44 -2.97 -0.40  0.248
H6 -2.66 -0.85 -0.54  0.311
H7 2.49 1.11 0.65  0.532
H8 -0.50 0.12 1.26  0.410
H9 0.06 1.68 -1.91  0.311
H10 1.73 1.16 -1.50  0.392
H11 0.66 1.67 -0.17  0.362

Properties
**LUMO energy**: 0.0277 hartree
**Structure (SMILES)**: C=C[C@H]1SCN=C1C.C#C
**M**: 153.3 g/mol
**Energy above the lowest of the compared OMol25 structures with the same formula, charge and spin**: 349.4 kJ/mol
**Frontier orbital gap**: 0.3395 Ha

***

DFT (the ωB97M-V functional and the def2-TZVPD basis) results for a single C8H11NS molecule in a non-equilibrium geometry.

Each line ends with the Mulliken charge.
Atoms and positions in Å:
C1 -0.40 -1.34 1.09  0.013
C2 -0.94 -0.05 1.31  0.100
C3 -0.60 -1.98 -0.25  -0.975
C4 1.16 -1.07 1.03  -0.969
C5 0.08 -0.89 -1.17  -0.742
C6 -0.87 1.93 -0.12  -0.770
C7 0.01 1.06 0.68  -0.153
C8 0.91 -0.09 -0.10  -0.171
N1 -2.09 2.17 0.68  -0.431
S1 -2.61 0.63 1.35  -0.028
H1 -0.09 -2.82 -0.33  0.505
H2 -1.56 -1.97 -0.66  0.381
H3 1.59 -0.63 1.92  0.365
H4 1.82 -1.75 0.65  0.384
H5 0.81 -1.33 -1.84  0.378
H6 -0.63 -0.36 -1.79  0.319
H7 -0.29 2.78 -0.36  0.428
H8 -1.24 1.47 -1.06  0.204
H9 0.60 1.59 1.46  0.322
H10 1.70 0.42 -0.65  0.535
H11 -1.89 2.95 1.30  0.305

Properties
**LUMO energy (alpha / beta)**: 0.0126 / 0.0119 hartree
**Structure (SMILES)**: C1C[C@@H]2CC1=C1SNC[C@@H]12
**M**: 153.3 g/mol
**Energy above the lowest of the compared OMol25 structures with the same formula, charge and spin**: 368.3 kJ/mol
**Frontier orbital gap (alpha / beta)**: 0.2849 / 0.2794 Ha

***

DFT (the ωB97M-V functional and the def2-TZVPD basis) results for a single C8H12 molecule in a non-equilibrium geometry.

Each line ends with the Mulliken charge.
Atoms and positions in Å:
C1 -1.88 1.05 -1.11  -0.594
C2 -0.71 1.98 -0.50  -0.615
C3 0.42 1.07 -0.62  -0.566
C4 -0.04 -0.21 -0.39  0.473
C5 -1.47 -0.35 -0.62  -0.905
C6 0.62 -1.05 0.55  -0.303
C7 2.01 -1.52 0.48  -0.511
C8 1.64 -0.76 1.63  -0.634
H1 -2.98 1.06 -0.82  0.298
H2 -2.00 1.17 -2.17  0.293
H3 -0.63 2.85 -1.19  0.279
H4 -0.88 2.28 0.53  0.247
H5 1.48 1.18 -0.52  0.414
H6 -1.94 -0.77 0.30  0.370
H7 -1.90 -1.20 -1.21  0.358
H8 -0.01 -1.79 0.97  0.441
H9 2.68 -1.11 -0.27  0.235
H10 2.19 -2.62 0.47  0.219
H11 1.37 -1.42 2.49  0.194
H12 2.04 0.15 2.00  0.307

Properties
**LUMO energy**: 0.0416 hartree
**Structure (SMILES)**: C1=C(C2CC2)CCC1
**M**: 108.2 g/mol
**Energy above the lowest of the compared OMol25 structures with the same formula, charge and spin**: 236.8 kJ/mol
**Frontier orbital gap**: 0.3274 Ha

***

DFT (the ωB97M-V functional and the def2-TZVPD basis) results for a molecular structure, C8H12 in a non-equilibrium geometry.

Each line ends with the Mulliken charge.
Atoms and positions in Å:
C1 -0.24 1.05 2.36  -1.105
C2 0.62 1.44 1.07  -0.674
C3 0.60 0.36 0.01  0.291
C4 1.02 -0.94 0.27  -0.624
C5 -1.83 -0.58 -0.25  -1.036
C6 -0.55 -0.22 -0.67  0.733
C7 -0.29 -0.57 -2.14  -0.323
C8 0.91 -0.59 -2.72  -0.907
H1 -1.16 0.54 2.08  0.281
H2 0.37 0.32 2.88  0.302
H3 -0.39 1.93 2.97  0.361
H4 0.24 2.37 0.65  0.366
H5 1.63 1.35 1.53  0.237
H6 1.68 -1.58 -0.29  0.292
H7 0.66 -1.37 1.22  0.261
H8 -2.60 0.04 0.21  0.271
H9 -2.15 -1.56 -0.55  0.299
H10 -1.14 -1.07 -2.61  0.389
H11 1.63 0.11 -2.32  0.287
H12 0.99 -1.01 -3.72  0.297

Properties
**LUMO energy**: -0.0274 hartree
**M**: 108.2 g/mol
**Energy above the lowest of the compared OMol25 structures with the same formula, charge and spin**: 601.3 kJ/mol
**Frontier orbital gap**: 0.2252 Ha

***

DFT (the ωB97M-V functional and the def2-TZVPD basis) results for a single C8H12 molecule in a non-equilibrium geometry.

Each line ends with the Mulliken charge.
Atoms and positions in Å:
C1 -1.56 1.39 0.71  -1.542
C2 -0.35 0.70 0.18  0.738
C3 0.92 1.49 -0.12  -0.297
C4 1.91 1.09 -0.91  -0.849
C5 -0.44 -0.60 -0.18  0.854
C6 -1.69 -1.24 -0.70  -1.660
C7 0.72 -1.51 0.09  -0.509
C8 1.63 -1.38 1.05  -0.579
H1 -1.97 2.06 -0.10  0.274
H2 -1.40 1.99 1.59  0.417
H3 -2.41 0.70 0.94  0.332
H4 0.98 2.53 0.29  0.246
H5 1.98 0.26 -1.52  0.367
H6 2.78 1.72 -0.96  0.256
H7 -2.09 -1.97 0.06  0.320
H8 -2.51 -0.58 -0.99  0.395
H9 -1.52 -1.80 -1.62  0.430
H10 0.88 -2.29 -0.68  0.272
H11 1.58 -0.58 1.83  0.270
H12 2.55 -1.98 1.04  0.267

Properties
**LUMO energy**: 0.0174 hartree
**Structure (SMILES)**: C=C/C(C)=C(/C)C=C
**M**: 108.2 g/mol
**Energy above the lowest of the compared OMol25 structures with the same formula, charge and spin**: 173.7 kJ/mol
**Frontier orbital gap**: 0.2954 Ha

***

DFT (the ωB97M-V functional and the def2-TZVPD basis) results for a single C8H12 molecule in a non-equilibrium geometry.

Each line ends with the Mulliken charge.
Atoms and positions in Å:
C1 0.89 0.70 2.03  -1.498
C2 0.99 0.45 0.51  0.871
C3 2.26 0.70 0.07  -1.217
C4 -0.32 0.38 -1.66  -0.281
C5 -0.09 0.05 -0.32  0.640
C6 -1.18 -0.69 0.36  -0.226
C7 -0.99 -1.37 1.57  -1.091
C8 -1.28 -0.09 -2.71  -1.324
H1 -0.18 0.70 2.49  0.326
H2 1.53 1.60 2.40  0.372
H3 1.41 -0.18 2.41  0.403
H4 2.17 0.27 -0.95  0.336
H5 2.96 1.09 0.74  0.389
H6 0.39 1.13 -2.00  0.416
H7 -2.04 -0.59 -0.30  0.314
H8 -1.82 -1.68 2.21  0.239
H9 -0.15 -1.87 2.03  0.335
H10 -1.31 -1.22 -2.67  0.331
H11 -0.95 0.27 -3.71  0.325
H12 -2.27 0.36 -2.50  0.340

Properties
**LUMO energy**: 0.0109 hartree
**Structure (SMILES)**: C=C/C(=C\C)C(=C)C
**M**: 108.2 g/mol
**Energy above the lowest of the compared OMol25 structures with the same formula, charge and spin**: 287.3 kJ/mol
**Frontier orbital gap**: 0.3046 Ha

***

DFT (the ωB97M-V functional and the def2-TZVPD basis) results for a single C8H12 molecule in a non-equilibrium geometry.

Each line ends with the Mulliken charge.
Atoms and positions in Å:
C1 2.63 -0.81 0.17  -0.794
C2 1.36 -1.02 0.02  -0.680
C3 -0.28 0.22 -1.76  -0.836
C4 0.01 1.10 -0.67  -0.859
C5 0.37 0.00 0.34  1.560
C6 -0.93 -0.09 -0.46  0.352
C7 0.16 0.49 1.79  -1.564
C8 -2.40 -0.12 -0.16  -1.591
H1 3.37 -1.52 0.09  0.338
H2 3.15 0.18 0.44  0.227
H3 1.01 -1.82 -0.65  0.457
H4 -0.84 0.33 -2.60  0.417
H5 0.57 -0.32 -2.17  0.250
H6 -0.19 2.09 -0.41  0.396
H7 0.08 1.56 1.87  0.348
H8 0.90 0.12 2.32  0.550
H9 -0.71 0.02 2.19  0.320
H10 -2.60 -0.54 0.73  0.429
H11 -2.84 -0.74 -0.96  0.360
H12 -2.82 0.86 -0.12  0.320

Properties
**LUMO energy**: 0.0391 hartree
**Structure (SMILES)**: C=C[C@@]1(C)[C@H]2C[C@]21C
**M**: 108.2 g/mol
**Energy above the lowest of the compared OMol25 structures with the same formula, charge and spin**: 322.6 kJ/mol
**Frontier orbital gap**: 0.3541 Ha

***

DFT (the ωB97M-V functional and the def2-TZVPD basis) results for a molecular structure, C8H12AlF6N3O16S6 in a non-equilibrium geometry.

Each line ends with the Mulliken charge.
Atoms and positions in Å:
Al1 0.37 -0.28 -0.65  1.849
N1 1.30 -1.66 1.63  0.050
S1 0.96 -2.93 2.37  0.813
O1 0.58 -2.88 3.80  -0.533
O2 1.56 -4.16 1.83  -0.546
F1 -0.54 -3.10 1.67  -0.257
S2 2.82 -1.61 2.34  0.942
O3 3.86 -2.58 1.96  -0.529
O4 2.81 -1.15 3.70  -0.543
F2 3.29 -0.23 1.66  -0.161
N2 1.81 1.90 -1.85  0.157
S3 3.13 2.64 -1.61  0.902
O5 3.20 3.71 -0.66  -0.471
O6 4.05 2.74 -2.75  -0.484
F3 3.74 1.47 -0.66  -0.264
S4 1.32 3.08 -3.02  0.960
O7 1.82 2.94 -4.37  -0.481
O8 1.11 4.44 -2.52  -0.512
F4 -0.21 2.49 -3.18  -0.244
N3 -0.80 -0.93 -3.13  0.203
S5 -0.38 -1.41 -4.44  0.896
O9 -0.10 -0.45 -5.50  -0.504
O10 -0.73 -2.77 -4.83  -0.553
F5 1.13 -1.71 -4.00  -0.328
S6 -2.36 -0.58 -3.80  0.989
O11 -3.19 -1.76 -4.02  -0.513
O12 -2.48 0.70 -4.51  -0.509
F6 -3.02 -0.04 -2.39  -0.270
O13 -2.22 -1.40 -0.19  -0.516
C1 -2.84 -2.41 0.06  0.359
O14 -3.38 -2.62 1.27  -0.353
C2 -3.77 -3.99 1.42  -0.375
C3 -3.72 -4.54 0.02  -0.686
C4 -2.76 -3.63 -0.79  -0.018
H1 -4.80 -3.99 1.78  0.314
H2 -3.07 -4.44 2.12  0.264
H3 -4.68 -4.59 -0.50  0.335
H4 -3.25 -5.52 -0.04  0.305
H5 -3.17 -3.38 -1.77  0.164
H6 -1.73 -3.96 -0.81  0.266
O15 1.22 2.02 1.07  -0.548
C5 1.21 3.06 1.82  0.229
O16 0.76 4.25 1.39  -0.299
C6 0.94 5.26 2.47  -0.381
C7 1.01 4.45 3.74  -0.569
C8 1.67 3.19 3.31  -0.378
H7 -0.03 5.77 2.52  0.297
H8 1.75 5.99 2.43  0.299
H9 0.03 4.16 4.11  0.289
H10 1.60 4.94 4.51  0.336
H11 1.39 2.27 3.81  0.373
H12 2.76 3.26 3.20  0.232

Properties
**LUMO energy**: -0.2989 hartree
**M**: 739.6 g/mol
**Frontier orbital gap**: 0.1105 Ha

***

DFT (the ωB97M-V functional and the def2-TZVPD basis) results for a molecular structure, C8H12AlN2P in a non-equilibrium geometry.

Each line ends with the Mulliken charge.
Atoms and positions in Å:
C1 0.49 0.90 -2.22  -0.535
C2 1.27 -0.07 -2.90  -0.778
C3 0.42 -1.17 -3.19  -0.328
C4 -0.90 -0.86 -2.78  -0.826
C5 -0.87 0.39 -2.10  -0.327
Al1 -0.94 1.45 0.85  -0.077
P1 0.22 3.12 2.07  -0.139
H1 0.85 1.86 -1.85  0.473
H2 2.32 0.04 -3.15  0.381
H3 0.73 -2.07 -3.73  0.435
H4 -1.74 0.92 -1.68  0.399
H5 -1.80 -1.45 -2.96  0.398
H6 -0.68 4.21 2.28  0.147
H7 1.33 3.76 1.40  0.126
H8 0.71 2.91 3.41  0.090
N1 0.54 -2.17 1.58  -0.023
C6 -0.58 -2.24 2.42  -0.490
C7 -1.21 -1.05 2.35  -0.352
N2 -0.46 -0.23 1.49  0.211
C8 0.58 -0.95 1.05  -0.261
H9 1.24 -2.90 1.44  0.241
H10 -0.82 -3.11 3.00  0.391
H11 -2.08 -0.67 2.83  0.450
H12 1.37 -0.61 0.39  0.391

Properties
**LUMO energy**: -0.0142 hartree
**M**: 194.2 g/mol
**Energy above the lowest of the compared OMol25 structures with the same formula, charge and spin**: 0.0 kJ/mol
**Frontier orbital gap**: 0.1943 Ha

***

DFT (the ωB97M-V functional and the def2-TZVPD basis) results for a molecular structure, C8H12B3CdF18O4 in a non-equilibrium geometry.

Each line ends with the Mulliken charge.
Atoms and positions in Å:
Cd1 16.19 9.05 -26.15  3.911
C1 14.32 8.08 -23.72  0.808
O1 15.11 7.12 -22.99  -0.297
O2 14.84 7.88 -25.03  -0.713
C2 12.79 7.91 -23.57  0.772
F1 12.44 6.80 -24.16  -0.280
F2 12.32 7.68 -22.33  -0.282
F3 11.99 8.81 -24.09  -0.259
C3 15.15 7.09 -21.52  -0.222
C4 16.19 6.04 -21.01  -1.200
H1 17.12 6.33 -21.50  0.301
H2 16.28 6.03 -19.92  0.387
H3 15.82 5.05 -21.28  0.270
H4 14.17 6.80 -21.16  0.296
H5 15.17 8.06 -21.02  0.303
H6 14.62 9.04 -23.30  -0.432
C5 17.01 11.71 -24.20  -0.326
O3 16.23 11.92 -23.03  -0.366
O4 16.40 10.72 -24.99  -0.768
C6 17.14 13.16 -24.72  0.745
F4 17.83 14.01 -23.91  -0.308
F5 17.90 13.06 -25.81  -0.264
F6 16.09 13.88 -25.14  -0.292
C7 16.40 11.09 -21.85  0.413
C8 16.46 11.87 -20.53  -1.269
H7 16.64 12.94 -20.65  0.319
H8 15.50 11.80 -20.01  0.343
H9 17.25 11.51 -19.87  0.307
H10 17.31 10.49 -21.77  0.277
H11 15.60 10.35 -21.77  -0.283
H12 18.02 11.38 -23.97  0.375
B1 15.58 10.53 -28.41  0.491
F7 14.77 9.85 -27.50  -0.442
F8 15.16 10.40 -29.73  -0.336
F9 15.35 11.82 -27.98  -0.394
F10 16.79 10.09 -28.10  -0.223
B2 18.57 7.48 -25.83  -0.497
F11 18.00 6.40 -26.49  -0.406
F12 19.96 7.59 -25.79  -0.365
F13 18.06 8.42 -26.64  -0.113
F14 17.91 7.70 -24.65  -0.273
B3 15.68 7.02 -28.93  -0.251
F15 14.39 6.54 -28.90  -0.368
F16 15.85 7.55 -27.63  -0.311
F17 16.53 5.96 -29.13  -0.371
F18 15.79 7.94 -29.97  -0.407

Properties
**LUMO energy (alpha / beta)**: 0.1489 / 0.0376 hartree
**Total charge**: -2
**M**: 659.0 g/mol
**Frontier orbital gap (alpha / beta)**: 0.3130 / 0.1912 Ha
**Spin multiplicity**: 2
**⟨S²⟩**: 0.76

***

DFT (the ωB97M-V functional and the def2-TZVPD basis) results for a molecular structure, C8H12BaO6 in a non-equilibrium geometry.

Each line ends with the Mulliken charge.
Atoms and positions in Å:
O1 2.85 -0.04 0.44  -0.229
Ba1 5.96 3.43 -0.05  -0.131
O2 2.81 2.06 -0.27  -0.443
C1 2.26 0.99 -0.09  0.604
O3 0.93 0.84 -0.19  -0.090
C2 0.12 1.46 0.72  -0.082
C3 2.23 -1.35 0.41  -0.060
C4 3.32 -2.38 0.58  -1.259
H1 1.49 -1.41 1.22  0.241
H2 1.71 -1.46 -0.55  0.309
H3 3.95 -2.15 1.44  0.319
H4 2.85 -3.36 0.73  0.371
H5 3.96 -2.42 -0.31  0.310
C5 -0.85 2.30 0.20  -0.478
H6 -1.40 2.93 0.90  0.331
H7 -0.67 2.66 -0.82  0.273
C6 -1.36 0.46 0.98  -0.735
C7 -1.97 -0.25 -0.23  -0.770
O4 -3.27 0.28 -0.49  -0.282
C8 -3.97 -0.28 -1.47  0.650
O5 -3.60 -1.21 -2.15  -0.552
O6 -5.18 0.25 -1.48  -0.445
H8 -1.36 0.92 1.98  0.544
H9 -1.58 -0.39 1.66  0.392
H10 -2.06 -1.33 0.00  0.503
H11 -1.38 -0.23 -1.15  0.342
H12 -5.77 -0.31 -2.00  0.365

Properties
**LUMO energy**: -0.0305 hartree
**M**: 341.5 g/mol
**Frontier orbital gap**: 0.1279 Ha

***

DFT (the ωB97M-V functional and the def2-TZVPD basis) results for a molecular structure, C8H12Br12O8S2 in a non-equilibrium geometry.

Each line ends with the Mulliken charge.
Atoms and positions in Å:
C1 -35.45 3.09 1.40  -0.342
Br1 -36.12 1.51 0.57  -0.031
Br2 -36.84 4.06 2.30  0.026
Br3 -34.49 4.21 0.18  -0.062
H1 -34.77 2.78 2.18  0.362
C2 -39.63 4.64 5.18  -0.137
Br4 -41.40 4.16 5.71  -0.005
Br5 -38.57 5.26 6.69  -0.056
Br6 -39.59 5.93 3.76  0.034
H2 -39.13 3.74 4.84  0.172
C3 -46.63 4.30 1.09  -0.323
Br7 -46.51 3.58 2.86  -0.007
Br8 -44.85 4.60 0.38  -0.002
Br9 -47.66 5.91 1.06  -0.031
H3 -47.10 3.59 0.44  0.367
C4 -42.67 -0.80 -0.17  0.192
Br10 -43.29 -2.47 0.44  -0.007
Br11 -43.99 0.58 -0.06  0.001
Br12 -41.99 -0.94 -2.00  -0.043
H4 -41.83 -0.47 0.41  -0.066
C5 -36.73 7.59 0.63  -0.428
C6 -36.79 7.28 -0.88  -0.144
O1 -38.16 6.99 -1.17  -0.326
S1 -39.06 7.16 0.13  1.028
O2 -39.99 6.10 0.25  -0.409
O3 -39.48 8.50 0.19  -0.583
O4 -37.89 6.91 1.16  -0.167
H5 -36.80 8.65 0.86  0.261
H6 -35.87 7.13 1.12  0.306
H7 -36.20 6.41 -1.13  0.139
H8 -36.42 8.13 -1.45  0.293
C7 -41.52 3.41 1.81  -0.005
C8 -40.12 3.06 1.36  0.321
O5 -39.58 2.26 2.43  -0.155
S2 -40.74 1.33 2.97  1.012
O6 -40.57 1.17 4.36  -0.537
O7 -40.88 0.20 2.14  -0.674
O8 -41.92 2.34 2.69  -0.102
H9 -42.24 3.44 1.00  -0.041
H10 -41.57 4.36 2.35  0.167
H11 -39.46 3.89 1.17  -0.264
H12 -40.19 2.42 0.48  0.268

Properties
**LUMO energy**: -0.0129 hartree
**M**: 1259.2 g/mol
**Energy above the lowest of the compared OMol25 structures with the same formula, charge and spin**: 0.0 kJ/mol
**Frontier orbital gap**: 0.3552 Ha

***

Number 1: DFT total energy -764.2161 hartree. Number 2: DFT total energy -764.2089 hartree. Number 3: DFT total energy -311.8962 hartree. Number 4: DFT total energy -311.7574 hartree. Number 5: DFT total energy -311.9203 hartree. Number 6: DFT total energy -311.8770 hartree. Number 7: DFT total energy -311.8635 hartree. Number 8: DFT total energy -4910.3602 hartree. Number 9: DFT total energy -1005.1782 hartree. Number 10: DFT total energy -2653.4966 hartree. Number 11: DFT total energy -788.6289 hartree. Number 12: DFT total energy -32598.4162 hartree.